Version one
Entry from the Open Molecules 2025 dataset: a 11-piece molecular cluster, C44H88O33 overall (ωB97M-V/def2-TZVPD).

Geometry as ORCA input:
```
! wB97M-V def2-TZVPD RIJCOSX def2/J DEFGRID3
* xyz 0 1
C 4.55473 7.13046 7.99299
C 3.85684 6.44237 6.83239
O 4.31528 7.06823 5.62258
C 4.18103 6.46301 4.44857
O 4.70940 6.85597 3.44906
O 3.38685 5.38969 4.53388
C 3.03593 4.76179 3.29232
H 4.12906 6.73279 8.91702
H 4.19962 8.16043 7.95639
H 5.62768 6.98795 7.96500
H 2.76772 6.54095 6.92629
H 3.95995 5.35630 6.77804
H 2.71188 3.72986 3.36309
H 3.99598 4.62274 2.78224
H 2.41982 5.44044 2.72006
C -8.48280 -4.28232 0.25354
C -7.31316 -3.65100 -0.49541
O -6.02379 -4.03652 -0.11348
C -5.58632 -3.93009 1.13485
O -5.99155 -3.15399 1.95811
O -4.49219 -4.67998 1.23035
C -3.74767 -4.52284 2.42809
H -9.43528 -3.97794 -0.17125
H -8.48021 -4.10681 1.32881
H -8.37548 -5.36871 0.14150
H -7.45110 -2.56779 -0.41576
H -7.43427 -3.96275 -1.53063
H -4.24746 -4.66346 3.38554
H -3.35361 -3.50917 2.45813
H -2.88356 -5.18097 2.41497
C -1.35930 -1.43036 -3.74258
C -1.93332 -1.96731 -5.03494
O -0.84919 -2.15426 -5.94527
C -1.15654 -2.70348 -7.11965
O -2.24235 -2.72093 -7.62136
O -0.04170 -3.23398 -7.63618
C -0.11578 -3.55958 -9.01646
H -0.64799 -2.08270 -3.23049
H -2.15916 -1.36094 -3.00057
H -0.90769 -0.45138 -3.89669
H -2.61259 -1.19226 -5.39323
H -2.44536 -2.91716 -4.88860
H -0.24776 -2.66500 -9.62505
H -0.86311 -4.31078 -9.25939
H 0.85980 -3.96724 -9.28239
C -6.26663 2.80862 -6.03077
C -5.74485 2.27928 -4.71129
O -4.92210 3.33555 -4.17084
C -4.10693 2.98781 -3.17942
O -4.07100 1.90978 -2.64807
O -3.32410 4.02172 -2.90577
C -2.43849 3.87578 -1.79471
H -5.48982 2.64218 -6.78314
H -6.53971 3.85591 -5.96074
H -7.09548 2.23692 -6.45384
H -5.13382 1.38548 -4.83284
H -6.52830 2.05080 -3.98573
H -2.27373 4.82276 -1.29541
H -1.49005 3.51125 -2.19965
H -2.78865 3.11560 -1.10356
C -2.28561 0.96355 4.97944
C -2.35889 -0.53853 4.86306
O -1.13178 -0.95099 4.21320
C -0.99645 -2.25517 4.00627
O -1.83541 -3.09842 4.15924
O 0.20877 -2.43493 3.45764
C 0.64713 -3.75294 3.20794
H -2.43408 1.42887 4.00203
H -1.28739 1.29043 5.28433
H -2.99422 1.38332 5.68915
H -3.21227 -0.81896 4.24969
H -2.36276 -1.02646 5.83604
H 1.69565 -3.79094 2.92487
H 0.06417 -4.28127 2.45412
H 0.60306 -4.36332 4.11924
C -3.51763 -6.05768 -4.49383
C -4.57496 -5.76855 -3.46736
O -4.31983 -4.52572 -2.80724
C -5.03576 -3.48126 -3.18145
O -5.82334 -3.40817 -4.08741
O -4.70282 -2.46635 -2.38380
C -5.42401 -1.24140 -2.54260
H -2.51643 -6.09635 -4.04809
H -3.46741 -5.30500 -5.27824
H -3.63811 -7.07871 -4.86282
H -4.65063 -6.57550 -2.73947
H -5.57151 -5.67880 -3.90640
H -6.41130 -1.39651 -2.96951
H -4.85338 -0.59932 -3.21591
H -5.45306 -0.77445 -1.56324
C -2.09038 -1.92553 0.43082
C -1.16938 -0.99454 -0.31844
O -0.38662 -0.15232 0.53280
C -0.90283 1.02926 0.87607
O -1.86038 1.54188 0.36884
O -0.19789 1.62774 1.82364
C 0.95781 1.07541 2.42959
H -2.80503 -1.38307 1.06290
H -1.54342 -2.62935 1.05510
H -2.76785 -2.39707 -0.28667
H -1.73971 -0.45858 -1.07662
H -0.43495 -1.58073 -0.87422
H 0.66294 0.47096 3.29002
H 1.74330 1.73967 2.77517
H 1.39356 0.34045 1.74984
C -0.16313 5.07528 1.85676
C 0.32049 4.45070 0.57142
O 1.68238 4.70815 0.27449
C 1.95949 5.61445 -0.66698
O 1.15092 6.33972 -1.17485
O 3.27291 5.60034 -0.88937
C 3.66578 5.71464 -2.27028
H 0.00274 6.15771 1.78740
H 0.34529 4.73427 2.75387
H -1.24278 4.98155 1.96540
H -0.29777 4.83193 -0.24189
H 0.11259 3.38575 0.59027
H 2.81036 5.53199 -2.91568
H 4.46761 5.00497 -2.44877
H 4.04279 6.72175 -2.44448
C 6.21272 2.75578 3.39986
C 5.54953 2.71024 4.75870
O 4.29049 2.05364 4.59401
C 4.22587 0.79447 4.99418
O 5.12252 0.20450 5.54186
O 3.04620 0.26951 4.65836
C 2.91421 -1.10404 4.94246
H 7.21052 3.19418 3.41939
H 5.58974 3.17830 2.61578
H 6.40517 1.72714 3.06362
H 5.44365 3.72043 5.15123
H 6.15321 2.14863 5.46746
H 3.87566 -1.58828 5.08860
H 2.39485 -1.72666 4.21009
H 2.27292 -1.28772 5.81072
C 2.49118 -1.75682 -2.92959
C 2.89517 -0.30854 -2.81426
O 4.07278 -0.01423 -3.55723
C 5.20536 0.01258 -2.86333
O 5.40821 -0.50410 -1.80052
O 6.14279 0.58240 -3.62532
C 7.32681 0.99280 -2.96487
H 1.49655 -1.93004 -2.52734
H 3.20507 -2.33438 -2.33052
H 2.60141 -2.17929 -3.92777
H 3.02964 -0.04694 -1.75939
H 2.09172 0.37958 -3.09198
H 7.14364 1.82289 -2.27245
H 7.95590 1.37541 -3.76300
H 7.80788 0.22701 -2.35935
C 4.50064 -0.38253 1.45617
C 3.61851 -1.61327 1.29157
O 4.28919 -2.57029 0.46101
C 3.53011 -3.58491 0.03800
O 2.35396 -3.71461 0.25312
O 4.34122 -4.47231 -0.51167
C 3.78704 -5.76227 -0.75616
H 5.55330 -0.61715 1.56109
H 4.16261 0.14965 2.35099
H 4.26204 0.27957 0.62404
H 2.61370 -1.34334 0.96726
H 3.48753 -2.10774 2.26302
H 3.72461 -6.27780 0.20365
H 4.42487 -6.32095 -1.43345
H 2.80307 -5.69908 -1.22172
*
```

Values from the calculation:
Frontier orbital gap (eV): 11.02
E_LUMO (Ha): 0.015
Highest occupied orbital energy (eV): -10.62

=====

Version two
Entry from the Open Molecules 2025 dataset: a 11-piece molecular cluster, C44H88O33 overall (ωB97M-V/def2-TZVPD).

Geometry as ORCA input:
```
! wB97M-V def2-TZVPD RIJCOSX def2/J DEFGRID3
* xyz 0 1
C 1.02774 3.93778 -5.44836
C 2.25469 4.69193 -4.96585
O 2.64875 4.42520 -3.61308
C 3.25323 3.28878 -3.29989
O 3.44428 2.37042 -4.04494
O 3.69139 3.43040 -2.05245
C 4.47973 2.34966 -1.54285
H 1.30442 3.04299 -6.00385
H 0.51427 4.56802 -6.17599
H 0.35880 3.70300 -4.62308
H 2.01445 5.75485 -4.90037
H 3.12719 4.62069 -5.61756
H 5.53139 2.63578 -1.54597
H 4.37322 1.44086 -2.13086
H 4.17983 2.20340 -0.50823
C -0.96479 -4.27724 -0.60103
C -1.69493 -4.31195 0.76375
O -0.79989 -4.51162 1.83962
C -0.42887 -5.76383 2.11377
O -0.81322 -6.75142 1.55376
O 0.43612 -5.71332 3.11064
C 1.13843 -6.89510 3.46963
H -1.73556 -4.10575 -1.35475
H -0.47719 -5.23258 -0.79224
H -0.23926 -3.46599 -0.63842
H -2.35969 -5.17697 0.74757
H -2.16435 -3.33499 0.85022
H 1.70707 -7.31699 2.64360
H 0.47771 -7.60999 3.96101
H 1.83404 -6.55824 4.23788
C -4.43104 1.21631 5.29924
C -3.79697 -0.16755 5.31530
O -3.16040 -0.41541 6.55289
C -1.88297 -0.08181 6.63927
O -1.28125 0.49468 5.77466
O -1.39014 -0.49247 7.79731
C 0.01071 -0.33216 8.00675
H -4.99233 1.32184 6.22685
H -5.08260 1.43548 4.45628
H -3.60552 1.93020 5.25050
H -3.11421 -0.36531 4.48605
H -4.58586 -0.88570 5.07086
H 0.16335 0.50898 8.68241
H 0.51076 -0.10838 7.06499
H 0.43589 -1.23059 8.44586
C 0.44776 1.70456 -2.58201
C 0.85242 0.58537 -1.64488
O 0.30642 0.70026 -0.31196
C 0.60109 -0.30876 0.49967
O 1.26026 -1.28056 0.25899
O -0.03552 -0.09520 1.64647
C 0.22274 -1.02939 2.69932
H 0.61233 1.34351 -3.59747
H 1.02250 2.61894 -2.43455
H -0.60470 1.97840 -2.49439
H 1.93767 0.51818 -1.53717
H 0.49886 -0.37009 -2.03318
H -0.20291 -0.72168 3.65107
H 1.29472 -1.09784 2.88614
H -0.12886 -1.99440 2.33673
C -1.72744 7.49498 -6.18812
C -1.62385 7.94890 -4.72914
O -1.28967 6.76934 -3.96712
C -0.67896 6.95019 -2.79949
O -0.26734 7.98912 -2.34563
O -0.57395 5.73710 -2.23402
C 0.46019 5.54398 -1.25554
H -2.51504 6.76098 -6.32901
H -0.74073 7.08545 -6.39936
H -1.96698 8.35165 -6.81723
H -2.57379 8.35075 -4.37461
H -0.86109 8.70477 -4.55881
H 0.46004 6.27152 -0.44870
H 1.38166 5.60451 -1.83570
H 0.32683 4.51974 -0.92335
C 1.47345 2.60278 4.13048
C 1.93008 1.66569 5.23432
O 3.35003 1.49722 5.11434
C 3.96435 0.73979 6.00900
O 3.48074 0.08259 6.89771
O 5.27213 0.88909 5.80446
C 6.23433 0.18719 6.55758
H 1.90375 3.60402 4.14595
H 0.39815 2.75551 4.24560
H 1.64071 2.15613 3.14979
H 1.40269 0.72658 5.07886
H 1.68728 2.13980 6.18465
H 6.46642 -0.78581 6.12754
H 5.97730 0.14251 7.61594
H 7.14546 0.78440 6.50700
C -1.74448 -3.14345 4.86355
C -2.55738 -4.14857 5.64335
O -2.97931 -5.21515 4.82463
C -2.54491 -6.45280 4.98296
O -1.86060 -6.85899 5.88769
O -2.98936 -7.16655 3.96593
C -2.66836 -8.53394 3.84277
H -2.26915 -2.65352 4.04632
H -0.93636 -3.72126 4.39871
H -1.18716 -2.46356 5.50792
H -3.44252 -3.72721 6.13058
H -2.01697 -4.45545 6.54464
H -2.77770 -8.83410 2.80280
H -3.23419 -9.19837 4.49175
H -1.59246 -8.62647 4.02349
C 1.74563 -4.29273 6.62840
C 2.13919 -2.95823 6.03320
O 2.01020 -2.84880 4.62581
C 2.85507 -3.57642 3.88966
O 3.65860 -4.37763 4.24833
O 2.64515 -3.22001 2.59990
C 3.48238 -3.84438 1.65160
H 0.67967 -4.51600 6.55309
H 2.09752 -4.47519 7.64376
H 2.24144 -5.10623 6.09138
H 3.17069 -2.69564 6.28738
H 1.53139 -2.18657 6.50558
H 4.51968 -3.55806 1.84537
H 3.27647 -3.41706 0.67181
H 3.39233 -4.92819 1.59476
C 3.84753 0.82270 -7.07381
C 2.65874 0.36807 -6.24632
O 3.10942 -0.46406 -5.19779
C 2.24733 -0.95235 -4.34489
O 1.04086 -0.88097 -4.38352
O 2.90200 -1.64252 -3.42157
C 2.16091 -2.46189 -2.55155
H 4.39723 1.60298 -6.54409
H 3.49480 1.40765 -7.92883
H 4.41274 -0.03129 -7.43387
H 1.99447 -0.18472 -6.92183
H 2.02682 1.19065 -5.91431
H 2.81373 -2.84025 -1.76798
H 1.80754 -3.34215 -3.09638
H 1.33192 -1.96167 -2.06510
C -1.36703 1.06919 -5.94489
C -2.20096 1.48538 -7.14775
O -1.80461 2.79887 -7.50422
C -2.57955 3.60827 -8.20982
O -3.63413 3.35850 -8.71394
O -1.92836 4.77775 -8.19549
C -2.42248 5.87855 -8.95011
H -1.21915 1.84523 -5.19406
H -0.39980 0.68927 -6.26893
H -1.87561 0.28591 -5.38138
H -3.27852 1.39705 -7.00215
H -1.94393 0.82409 -7.98222
H -1.67339 6.65083 -9.06981
H -3.33596 6.21508 -8.45888
H -2.74443 5.53525 -9.93629
C -2.63606 -1.72921 -1.06461
C -2.83456 -0.80923 -2.24579
O -4.14467 -0.24103 -2.15354
C -4.38667 0.82222 -2.90000
O -3.70956 1.35050 -3.73244
O -5.63991 1.20644 -2.60600
C -6.07303 2.42013 -3.19637
H -3.32389 -2.57353 -1.01444
H -2.86041 -1.19184 -0.13776
H -1.58400 -2.01232 -1.03091
H -2.71498 -1.38283 -3.16653
H -2.06035 -0.04339 -2.19204
H -5.66317 3.24934 -2.61732
H -7.15450 2.50971 -3.10336
H -5.83478 2.48854 -4.25532
*
```

Values from the calculation:
Frontier orbital gap (eV): 11.14
E_LUMO (Ha): 0.018
Highest occupied orbital energy (eV): -10.66

=====

Result of the stability comparison: version two is the most stable of them.

=====

Version one
Entry from the Open Molecules 2025 dataset: an isolated ion of composition C5H16N2 and charge +2 (ωB97M-V/def2-TZVPD).

Geometry as ORCA input:
```
! wB97M-V def2-TZVPD RIJCOSX def2/J DEFGRID3
* xyz 2 1
N -3.10327 0.64234 -1.63778
C -2.01912 -0.07398 -0.83879
C -0.75260 0.74115 -0.95760
C 0.19492 0.77758 0.30088
C 0.56471 -0.54157 1.02752
C 1.94030 -1.01790 0.59333
N 3.06498 -0.70576 1.59392
H -3.60316 1.28181 -1.01793
H -3.72212 0.00847 -2.16192
H -2.58685 1.16046 -2.35614
H -1.92584 -1.08564 -1.24742
H -2.28692 -0.04098 0.22440
H -0.04194 0.41209 -1.74914
H -0.91001 1.82030 -1.04975
H -0.18932 1.49221 1.06934
H 1.10193 1.24808 -0.06520
H -0.19816 -1.31424 0.81889
H 0.40292 -0.43366 2.11046
H 1.95764 -2.10606 0.31495
H 2.22420 -0.52505 -0.34560
H 3.97490 -0.94725 1.17360
H 2.75420 -1.10618 2.47911
H 3.15861 0.31377 1.72088
*
```

Values from the calculation:
Frontier orbital gap (eV): 12.79
E_LUMO (Ha): -0.225
Highest occupied orbital energy (eV): -18.92

=====

Version two
Entry from the Open Molecules 2025 dataset: a 2-piece molecular cluster, C5H16N2 overall (ωB97M-V/def2-TZVPD).

Geometry as ORCA input:
```
! wB97M-V def2-TZVPD RIJCOSX def2/J DEFGRID3
* xyz 2 1
C -1.64440 0.80138 2.28781
C -0.92289 1.08754 0.95630
C 0.01608 -0.05376 0.56956
C 1.04098 0.47926 -0.83371
C 2.04783 -0.71106 -1.06536
N 2.04951 -1.14037 -3.10132
N -2.60291 -0.47420 2.12691
H -0.84868 0.72703 3.08055
H -2.41315 1.57055 2.49992
H -1.55257 1.25247 0.07880
H -0.58988 2.15791 1.16552
H 0.89013 -0.05675 1.27098
H -0.12660 -1.10291 0.17686
H 1.49725 1.40335 -0.43870
H 0.19180 0.66963 -1.61964
H 3.11342 -0.44740 -1.21546
H 1.94980 -1.70318 -0.98998
H 2.39703 -1.52370 -4.01046
H 2.60726 -0.37832 -3.41389
H 1.20836 -0.65417 -3.47466
H -2.51221 -0.14767 1.17418
H -3.46093 -0.34515 2.69599
H -2.33523 -1.41047 2.07980
*
```

Values from the calculation:
Frontier orbital gap (eV): 10.02
E_LUMO (Ha): -0.315
Highest occupied orbital energy (eV): -18.58

=====

Result of the stability comparison: version one is the most stable of them.

=====

Version one
Entry from the Open Molecules 2025 dataset: a 2-piece molecular cluster, C2HNO2S overall (ωB97M-V/def2-TZVPD).

Geometry as ORCA input:
```
! wB97M-V def2-TZVPD RIJCOSX def2/J DEFGRID3
* xyz -2 1
C 0.96219 -0.81969 0.28830
C -0.67879 1.19032 0.07282
N 0.61796 0.29283 0.23614
O -0.42314 2.12993 -0.69708
O -1.61349 0.93934 0.80391
S 2.05022 -1.97250 0.65306
H -0.91496 -1.76023 -1.35715
*
```

Values from the calculation:
Frontier orbital gap (eV): 3.63
E_LUMO (Ha): 0.209
Highest occupied orbital energy (eV): 2.05

=====

Version two
Entry from the Open Molecules 2025 dataset: a 2-piece molecular cluster, C2HNO2S overall (ωB97M-V/def2-TZVPD).

Geometry as ORCA input:
```
! wB97M-V def2-TZVPD RIJCOSX def2/J DEFGRID3
* xyz -2 1
C -0.77041 -0.88353 0.28024
C 1.00217 0.84333 0.17239
N 0.13733 -0.19384 0.62859
O 1.89700 0.49651 -0.53697
O 0.79374 1.85617 0.91198
S -1.92993 -1.92449 0.53066
H -1.12991 -0.19416 -1.98691
*
```

Values from the calculation:
Frontier orbital gap (eV): 3.90
E_LUMO (Ha): 0.211
Highest occupied orbital energy (eV): 1.83

=====

Version three
Entry from the Open Molecules 2025 dataset: an isolated ion of composition C2HNO2S and charge -2 (ωB97M-V/def2-TZVPD).

Geometry as ORCA input:
```
! wB97M-V def2-TZVPD RIJCOSX def2/J DEFGRID3
* xyz -2 1
O -1.63376 0.51774 1.01825
C -1.18949 0.50446 -0.12840
O -1.54028 1.29962 -1.04057
N -0.27767 -0.52727 -0.45008
C 1.09283 -0.42965 -0.06267
S 2.20752 -1.72113 0.12565
H 1.34085 0.35624 0.53782
*
```

Values from the calculation:
Frontier orbital gap (eV): 5.22
E_LUMO (Ha): 0.227
Highest occupied orbital energy (eV): 0.95

=====

Result of the stability comparison: version three is the most stable of them.